Record 1
ORCA calculation (the ωB97M-V functional and the def2-TZVPD basis) on a 2-piece molecular cluster, C5H4NO4 overall.

Values from the calculation:
- LUMO energy (spin up / spin down): 3.989 / 2.220 eV
- Spin multiplicity: 3
- Total energy: -14927.3976 eV
- ⟨S²⟩: 2.0141
- Maximum force: 5.67 eV/Å
- Kohn-Sham gap (spin up / spin down): 6.32 / 7.73 eV
- Highest occupied orbital energy (spin up / spin down): -2.33 / -5.51 eV
- Charge: -1

Atoms and positions in Å:
C (0.79765, -1.46503, -0.86097)
C (-0.86530, 0.57423, -0.48748)
C (0.67160, -0.32280, 1.47046)
C (-0.13810, 1.56894, -1.10207)
C (0.12699, -1.25519, 0.36977)
N (1.44756, -1.52933, -1.86846)
O (-0.04099, -0.48629, 2.51653)
O (-1.98962, 0.62363, -0.06092)
O (1.57167, 0.48961, 1.24450)
O (-0.84970, -2.05195, 0.86843)
H (0.27086, 1.19231, -1.98721)
H (0.70477, 1.65459, -0.53229)
H (-0.62231, 2.57606, -1.27643)
H (-1.08508, -1.56878, 1.70613)

These are the Löwdin partial charges, in e, on atoms 1 to 8: C -0.178; C -0.303; C -0.665; C -0.070; C -0.302; N 0.122; O -0.062; O 0.107


Record 2
ORCA calculation (the ωB97M-V functional and the def2-TZVPD basis) on a 2-piece molecular cluster, C3H11N2OP overall.

Values from the calculation:
- LUMO energy (spin up / spin down): 0.919 / -0.400 eV
- Spin multiplicity: 3
- Total energy: -17601.1767 eV
- ⟨S²⟩: 2.0070
- Maximum force: 5.35 eV/Å
- ΔE to the lowest compared entry with this formula, charge and spin: 0.000 eV
- Kohn-Sham gap (spin up / spin down): 6.63 / 9.67 eV
- Highest occupied orbital energy (spin up / spin down): -5.71 / -10.07 eV
- Charge: 0

Atoms and positions in Å:
C (-2.00857, 1.22932, -0.35750)
C (-1.75830, -1.51351, 0.55515)
C (3.48014, 1.00023, -0.45220)
N (2.29340, -0.82256, 0.20818)
N (2.64472, 0.45466, 0.41713)
O (-0.29151, 0.35085, 1.63264)
P (-0.79034, 0.03392, 0.25737)
H (-2.64799, 1.69536, 0.39207)
H (-1.22046, 1.83588, -0.77432)
H (-2.59467, 0.73634, -1.10915)
H (-2.34430, -2.09629, -0.18741)
H (-1.02306, -2.23482, 0.79631)
H (-2.44138, -1.17586, 1.26939)
H (3.72806, 0.41350, -1.26133)
H (3.80908, 2.09121, -0.52594)
H (0.05400, 0.09869, -0.90412)
H (1.68862, -1.21917, 0.93837)
H (2.34100, 1.10055, 1.16169)

These are the Löwdin partial charges, in e, on atoms 1 to 8: C -0.216; C -0.185; C -0.073; N 0.058; N -0.251; O -0.420; P 0.574; H 0.058


Record 3
ORCA calculation (the ωB97M-V functional and the def2-TZVPD basis) on a 4-piece molecular cluster, C3H12NO3 overall.

Values from the calculation:
- LUMO energy (spin up / spin down): 0.784 / -0.667 eV
- Spin multiplicity: 2
- Total energy: -10935.4670 eV
- ⟨S²⟩: 0.7553
- Maximum force: 1.96 eV/Å
- ΔE to the lowest compared entry with this formula, charge and spin: 0.000 eV
- Kohn-Sham gap (spin up / spin down): 9.43 / 9.12 eV
- Highest occupied orbital energy (spin up / spin down): -8.65 / -9.79 eV
- Charge: 0

Atoms and positions in Å:
C (0.46024, -0.59451, 0.76001)
C (-0.52387, 0.52890, 0.47584)
C (-1.46178, 0.49510, 1.66128)
O (-2.49287, -0.10716, 1.63699)
N (2.51409, 0.45592, -0.52077)
H (0.25238, -1.54616, 0.29007)
H (0.75430, -0.64505, 1.81454)
H (-1.10162, 0.38854, -0.41111)
H (0.04314, 1.45886, 0.46031)
H (-1.18633, 1.08148, 2.55662)
H (3.11153, 1.03286, 0.06113)
H (3.11636, -0.35280, -0.64316)
H (1.68441, 0.03260, -0.00386)
H (-2.93032, -2.53908, 0.35273)
H (-2.69296, -2.83662, -1.08209)
O (-2.68562, -2.09276, -0.46718)
H (1.39624, 1.14913, -1.90046)
H (0.98941, 2.50970, -2.54305)
O (0.75328, 1.58104, -2.49785)

These are the Löwdin partial charges, in e, on atoms 1 to 8: C -0.017; C -0.208; C -0.286; O 0.062; N 0.026; H 0.075; H 0.080; H 0.105


Record 4
ORCA calculation (the ωB97M-V functional and the def2-TZVPD basis) on an isolated ion of composition C2BrO2S and charge -1.

Values from the calculation:
- LUMO energy: 2.882 eV
- Total energy: -87045.2055 eV
- Maximum force: 1.57 eV/Å
- ΔE to the lowest compared entry with this formula, charge and spin: 0.088 eV
- Kohn-Sham gap: 6.95 eV
- Highest occupied orbital energy: -4.07 eV
- Charge: -1

Atoms and positions in Å:
C (-0.17669, 0.36201, 0.03381)
C (-0.29126, 1.38942, 0.66006)
O (-0.29319, -2.32631, -0.08931)
O (1.25400, -1.03615, -1.40779)
S (-0.17552, -1.18042, -1.02262)
Br (-0.31735, 2.79146, 1.82586)

Charges in e, computed with Löwdin, in the same order as the atoms: C -0.274; C -0.751; O -0.569; O -0.590; S 0.557; Br 0.628